Density functional theory data (ωB97M-V/def2-TZVPD) for a 2-piece molecular cluster, C18H20F4N3 overall in a non-equilibrium geometry.

XYZ file:
```
45
Properties=species:S:1:pos:R:3:forces:R:3
F -3.018 0.193 -5.353 1.299 0.625 0.987
F -1.303 -2.924 2.479 -0.675 0.716 -1.311
F -4.474 -3.147 -1.048 1.352 0.930 0.721
F -0.930 4.201 -3.972 -0.401 -1.466 0.342
N 2.156 1.157 2.274 -1.012 0.200 -0.113
N 1.064 0.662 0.229 0.512 0.848 0.510
N 2.352 -0.973 1.246 -0.372 0.311 -0.387
C -2.224 0.875 -4.456 -0.858 -0.847 -0.504
C -1.792 0.214 -3.310 -0.148 0.196 0.397
C -0.913 2.330 -2.516 -0.325 -0.148 0.407
C -2.945 -3.050 0.762 0.309 0.442 -0.345
C -1.314 -1.241 0.805 0.225 0.345 0.010
C 1.866 0.297 1.223 0.031 0.115 0.375
C -1.271 2.892 -3.730 0.636 1.276 -0.113
C -1.268 0.986 -2.216 0.615 0.121 -1.613
C -1.854 -2.397 1.329 0.185 -0.456 0.910
C 3.104 -1.595 2.316 0.133 -0.461 0.135
C -2.888 -1.369 -1.028 0.498 0.237 -0.184
C 3.352 1.201 3.085 0.608 0.019 0.396
C -3.408 -2.515 -0.440 -0.946 -0.361 -0.287
C -1.777 -0.694 -0.417 -0.662 -1.668 0.966
C 1.242 2.274 2.553 -0.396 0.241 -0.225
C 1.930 -1.873 0.197 -0.084 -0.369 -0.587
C -1.969 2.214 -4.722 0.010 -0.163 0.671
C -1.142 0.512 -0.871 -1.238 0.881 -0.105
H 4.221 1.607 2.544 -0.194 -0.188 0.107
H -3.362 -0.986 -1.932 0.008 -0.169 0.483
H 0.188 1.978 2.380 0.590 0.107 0.052
H -1.909 -0.866 -3.239 -0.058 0.408 -0.113
H 3.169 -2.674 2.098 -0.067 0.496 0.113
H 2.593 -1.486 3.282 0.272 -0.022 -0.174
H 3.584 0.224 3.502 0.238 0.421 -0.002
H -2.331 2.708 -5.619 0.156 -0.120 0.121
H -3.418 -3.904 1.233 0.136 0.024 -0.143
H 4.126 -1.196 2.333 -0.269 -0.306 0.246
H 2.751 -2.532 -0.093 0.055 0.199 -0.065
H 1.339 2.555 3.621 -0.083 -0.214 -0.691
H 3.152 1.864 3.939 0.176 -0.240 -0.373
H 1.581 -1.299 -0.663 0.183 -0.182 0.106
H 1.455 3.184 1.949 -0.053 -0.474 0.289
H -0.485 -0.741 1.303 -0.185 -0.293 -0.068
H -0.938 1.270 -0.099 -0.035 -0.661 -0.684
H 1.118 -2.529 0.529 0.004 0.101 0.068
H -0.390 2.908 -1.758 -0.200 0.136 -0.244
H 0.982 1.687 0.271 0.030 -0.589 -0.082
```
Positions in Å, forces in eV/Å.

The calculation puts the energy relative to the best compared isomer or geometry (same formula, charge and spin) at 0.0 kcal per mole. Its net charge is +1. Its LUMO energy is -5.88 eV. The HOMO-LUMO gap comes out at 6.0 eV. As for the largest force on an atom: 2.0 eV/Å. As for the multiplicity: 1. The HOMO energy is -11.8 eV.

Just the natural (NBO) charges please, in e? Sure, here they are: -0.304, -0.312, -0.307, -0.302, -0.449, -0.855, -0.421, 0.403, -0.201, -0.170, -0.253, -0.159, 0.642, 0.394, -0.150, 0.391, -0.413, -0.219, -0.409, 0.400, -0.166, -0.411, -0.412, -0.231, 0.218, 0.204, 0.250, 0.204, 0.257, 0.227, 0.209, 0.214, 0.279, 0.274, 0.212, 0.211, 0.224, 0.218, 0.240, 0.194, 0.249, 0.254, 0.189, 0.245, 0.346

Density functional theory data (ωB97M-V/def2-TZVPD) for C18H20FN2O4Pd as an isolated structure.

XYZ file:
```
46
Properties=species:S:1:pos:R:3:forces:R:3
Pd -0.388 0.362 0.566 0.340 -0.200 -0.404
F 5.982 0.147 -2.218 0.031 0.014 -0.074
O 0.167 0.588 2.628 -0.435 -0.083 0.524
O -0.370 2.453 0.151 -0.158 0.147 -0.051
O 1.780 0.205 0.388 -0.211 0.058 0.013
O 1.047 -0.624 4.297 -0.253 0.320 -0.092
N -2.378 -0.022 0.111 -0.064 0.107 0.215
N 4.868 -0.110 3.060 -0.098 0.012 0.092
C -4.878 -0.515 -0.440 0.105 -0.021 0.081
C 5.744 0.076 -0.951 -0.183 0.004 0.044
C -1.621 3.139 -0.205 0.081 0.048 -0.018
C 2.501 0.016 2.664 -0.091 0.114 -0.284
C 6.536 -0.156 1.289 -0.111 -0.002 0.095
C 5.964 -0.083 4.114 -0.011 0.018 0.019
C 3.583 -0.075 3.495 0.132 -0.010 0.000
C 4.381 0.124 -0.541 0.154 0.003 -0.100
C -3.483 -0.226 -0.124 -0.193 -0.104 -0.143
C 1.112 0.052 3.195 0.495 -0.397 -0.001
C 4.086 0.046 0.797 -0.056 -0.020 0.012
C 6.275 1.366 4.461 -0.052 0.009 -0.032
C 7.642 -0.353 2.273 -0.008 -0.007 0.006
C 7.143 -0.889 3.607 -0.008 -0.014 -0.056
C 5.147 -0.074 1.738 0.143 -0.005 0.025
C -5.223 -2.003 -0.245 0.038 0.064 -0.023
C 2.683 0.101 1.231 0.378 -0.073 0.150
C 6.797 -0.062 -0.054 0.018 -0.013 -0.034
H -5.045 -0.193 -1.470 0.015 0.005 -0.028
H 5.529 -0.587 4.977 -0.024 -0.024 -0.012
H 7.934 -0.838 4.354 0.023 -0.015 0.000
H 6.863 -1.940 3.512 -0.011 -0.001 -0.002
H -1.374 4.162 -0.475 0.023 0.018 -0.001
H -4.752 -2.615 -1.010 0.018 -0.010 0.005
H 8.382 -1.023 1.834 0.009 -0.010 -0.001
H 3.602 0.223 -1.286 0.028 -0.003 -0.021
H 5.399 1.879 4.860 0.009 0.000 -0.008
H -4.921 -2.358 0.737 -0.033 0.016 0.020
H 7.045 1.386 5.231 0.004 -0.002 -0.001
H -2.315 3.116 0.631 0.002 -0.019 0.019
H 8.161 0.605 2.394 -0.033 0.028 0.012
H 3.466 -0.122 4.571 -0.017 0.042 0.010
H -2.021 2.621 -1.069 -0.001 -0.018 -0.021
H 6.637 1.926 3.597 0.005 0.000 0.019
H -5.488 0.129 0.198 0.027 0.004 0.055
H -6.301 -2.110 -0.333 -0.008 -0.025 -0.018
H 0.081 2.968 0.833 -0.005 0.048 0.024
H 7.811 -0.118 -0.432 -0.012 -0.003 -0.016
```
Positions in Å, forces in eV/Å.

The calculation puts the energy relative to the best compared isomer or geometry (same formula, charge and spin) at 3.1 kcal per mole. Its net charge is +3. Its LUMO energy (spin up / spin down) is -10.23 / -13.13 eV. The HOMO-LUMO gap (spin up / spin down) comes out at 8.5 / 6.6 eV. As for the largest force on an atom: 0.7 eV/Å. As for the multiplicity: 5. The HOMO energy (spin up / spin down) is -18.8 / -19.7 eV.

Just the natural (NBO) charges please, in e? Sure, here they are: 1.433, -0.205, -0.638, -0.725, -0.631, -0.058, -0.619, -0.302, -0.545, 0.556, -0.261, -0.301, 0.132, -0.021, 0.197, -0.077, 0.599, 0.760, -0.206, -0.636, -0.475, -0.425, 0.355, -0.591, 0.561, -0.256, 0.293, 0.243, 0.278, 0.240, 0.234, 0.235, 0.285, 0.284, 0.235, 0.229, 0.273, 0.206, 0.280, 0.272, 0.212, 0.222, 0.292, 0.262, 0.517, 0.292

Density functional theory data (ωB97M-V/def2-TZVPD) for one molecule with the formula C18H20FNO3S in a non-equilibrium geometry.

XYZ file:
```
44
Properties=species:S:1:pos:R:3:forces:R:3
S 3.242 -0.561 -1.944 0.089 0.637 0.742
F -3.071 0.577 -2.508 0.680 0.292 0.128
O 4.824 1.123 1.982 1.141 0.023 -0.045
O -1.855 1.302 1.786 -0.067 -1.422 -0.876
O 5.168 -0.615 0.598 -0.214 -0.246 -0.108
N -0.259 -1.016 -0.073 -0.617 0.325 1.038
C 2.594 -1.633 -0.570 -0.653 0.870 0.826
C -4.207 -0.100 2.787 0.617 -0.793 -0.660
C -2.158 0.294 1.163 -0.170 0.100 0.836
C 2.969 0.068 1.371 -2.898 -2.740 -1.606
C -3.356 -1.333 2.989 0.164 0.730 -0.355
C -1.175 1.081 -1.097 -0.032 -0.127 0.046
C 2.145 -0.759 0.636 1.389 0.860 0.576
C -0.055 1.901 -0.841 -0.076 0.090 -0.509
C 1.433 -2.464 -1.127 -0.269 -0.029 0.744
C -1.613 2.409 -3.088 -0.204 -0.178 0.362
C 4.388 0.203 1.325 1.174 1.428 0.611
C -1.440 -0.123 -0.182 -0.178 -0.529 -0.816
C -0.523 3.249 -2.788 -0.746 -1.192 0.344
C 0.234 -1.567 -1.350 0.100 0.816 0.658
C -1.963 1.321 -2.242 1.223 1.655 0.124
C 0.702 -0.843 1.063 -0.740 -1.251 -1.404
C 0.264 2.985 -1.664 0.121 0.149 0.076
C -3.349 -0.592 1.623 0.415 0.347 0.190
H 0.426 -0.027 1.713 -0.111 0.445 -0.054
H -0.547 -2.100 -1.877 -0.432 -0.101 0.051
H -3.815 -2.322 3.030 0.071 0.390 -0.156
H 6.088 -0.295 0.634 -0.429 0.047 0.213
H 1.781 -2.901 -2.055 -0.188 -0.173 -0.272
H -3.880 -1.096 0.813 0.284 0.070 0.241
H -5.274 -0.192 2.670 -0.099 -0.136 0.037
H 0.553 -1.754 1.663 0.515 0.098 0.187
H 1.145 -3.302 -0.442 0.429 0.619 -0.375
H -3.872 0.816 3.231 0.166 0.247 0.219
H 0.559 -0.734 -1.969 -0.015 0.056 -0.488
H -2.204 2.670 -3.972 0.019 -0.415 0.359
H 0.620 1.658 -0.011 -0.502 0.110 -0.246
H -2.198 -0.744 -0.704 0.303 0.319 0.231
H 1.123 3.641 -1.433 -0.558 -0.551 -0.104
H 2.511 0.658 2.150 0.092 0.096 0.021
H -0.334 4.077 -3.454 0.157 0.080 0.042
H 3.362 -2.318 -0.258 0.620 0.006 0.163
H -2.471 -1.229 3.627 -0.329 0.046 -0.353
H 3.485 0.590 -1.205 -0.243 -1.073 -0.642
```
Positions in Å, forces in eV/Å.

The calculation puts the energy relative to the best compared isomer or geometry (same formula, charge and spin) at 52.1 kcal per mole. Its LUMO energy is 0.10 eV. The HOMO-LUMO gap comes out at 8.4 eV. As for the largest force on an atom: 4.3 eV/Å. As for the multiplicity: 1. The HOMO energy is -8.3 eV.

Just the natural (NBO) charges please, in e? Sure, here they are: -0.039, -0.336, -0.589, -0.539, -0.680, -0.457, -0.363, -0.402, 0.619, -0.352, -0.388, -0.134, 0.136, -0.176, -0.419, -0.297, 0.732, -0.148, -0.199, -0.222, 0.459, -0.285, -0.220, -0.350, 0.233, 0.202, 0.222, 0.506, 0.227, 0.228, 0.219, 0.210, 0.218, 0.237, 0.196, 0.226, 0.221, 0.218, 0.220, 0.237, 0.219, 0.243, 0.222, 0.144

Density functional theory data (ωB97M-V/def2-TZVPD) for C18H20GeN3O4V as an isolated structure.

XYZ file:
```
47
Properties=species:S:1:pos:R:3:forces:R:3
Ge -1.168 2.842 -1.267 0.031 0.227 -0.017
V -0.347 -1.203 -1.142 0.101 -0.173 0.191
O -0.657 -0.698 -3.606 -0.104 -0.042 0.166
O 3.166 0.131 2.862 0.088 0.077 0.021
O -1.359 -2.588 -0.881 0.112 0.288 0.149
O 1.185 -0.339 -0.867 -0.149 -0.330 0.079
N -1.208 -0.275 -2.622 0.036 0.202 -0.174
N 1.015 -0.572 1.372 -0.063 0.049 -0.034
N -0.155 -1.166 0.904 -0.048 -0.046 -0.023
C 1.747 -0.199 0.377 -0.015 0.036 -0.351
C 3.077 0.330 0.448 -0.081 0.119 0.157
C 5.030 1.203 -0.675 -0.009 -0.007 0.006
C -3.089 -4.072 -0.221 -0.086 -0.027 0.262
C -3.665 -4.230 2.129 0.028 0.038 0.064
C -2.136 -3.137 0.116 0.253 0.118 -0.417
C -1.910 -2.726 1.436 -0.106 -0.111 0.096
C -1.804 0.226 -1.668 -0.017 -0.482 0.004
C -1.222 3.170 -3.157 0.002 -0.015 -0.024
C 5.660 1.336 0.571 -0.001 0.010 0.029
C -3.859 -4.610 0.806 0.004 -0.015 -0.120
C -2.747 3.136 -0.214 -0.015 -0.067 0.019
C 0.508 2.753 -0.349 0.029 0.018 0.043
C -2.687 -3.307 2.447 -0.034 -0.032 -0.044
C 3.757 0.703 -0.732 0.017 0.002 -0.019
C 5.024 0.976 1.736 -0.027 0.023 -0.038
C 3.723 0.471 1.695 0.058 -0.077 0.052
C -0.830 -1.844 1.775 -0.038 -0.018 -0.146
H -2.816 2.428 0.611 0.019 -0.003 -0.007
H -4.613 -5.348 0.565 0.001 -0.001 0.005
H 5.551 1.481 -1.580 0.001 -0.005 -0.005
H 6.669 1.723 0.622 0.001 -0.001 -0.013
H -4.267 -4.669 2.911 0.000 -0.004 0.000
H 3.268 0.572 -1.687 -0.008 -0.007 -0.005
H 5.508 1.067 2.698 -0.005 -0.003 0.007
H -2.641 4.132 0.228 0.011 0.008 -0.020
H 1.316 2.388 -0.978 -0.021 -0.003 -0.017
H -2.110 2.747 -3.626 -0.016 -0.006 0.036
H -0.511 -1.783 2.812 0.028 0.012 -0.001
H 2.284 -0.249 2.732 -0.077 -0.012 -0.017
H -0.323 2.825 -3.663 0.008 -0.009 0.022
H -1.287 4.258 -3.275 0.023 0.001 0.010
H -3.219 -4.382 -1.248 0.024 0.019 -0.019
H 0.438 2.172 0.570 -0.031 -0.009 -0.008
H -2.515 -3.029 3.479 0.009 0.016 -0.001
H -3.658 3.120 -0.809 0.015 -0.009 -0.026
H 0.741 3.785 -0.058 -0.014 0.011 -0.029
H -2.863 0.452 -1.579 0.066 0.240 0.155
```
Positions in Å, forces in eV/Å.

The calculation puts the energy relative to the best compared isomer or geometry (same formula, charge and spin) at 21.2 kcal per mole. Its net charge is +2. Its LUMO energy is -8.44 eV. The HOMO-LUMO gap comes out at 5.3 eV. As for the largest force on an atom: 0.5 eV/Å. As for the multiplicity: 1. The HOMO energy is -13.7 eV.

Just the natural (NBO) charges please, in e? Sure, here they are: 1.823, 1.271, -0.226, -0.644, -0.550, -0.602, 0.154, -0.397, -0.329, 0.577, -0.304, -0.241, -0.262, -0.206, 0.388, -0.239, -0.232, -1.148, -0.109, -0.111, -1.149, -1.154, -0.102, -0.142, -0.286, 0.469, 0.228, 0.272, 0.250, 0.239, 0.241, 0.252, 0.222, 0.252, 0.296, 0.276, 0.273, 0.239, 0.505, 0.274, 0.299, 0.254, 0.271, 0.239, 0.273, 0.297, 0.301